{"formula": "C38H31F3N12O7STi", "method": "wB97M-V/def2-TZVPD", "gap_ev": [4.92, 5.13], "e_lumo_ev": [-0.54, -0.54], "e_homo_ev": [-5.462, -5.673], "total_energy_ev": -114225.36609, "e_above_lowest_kj_mol": 138.8, "elements": ["Ti", "C", "C", "C", "C", "C", "C", "N", "C", "C", "C", "C", "C", "N", "C", "C", "C", "C", "C", "C", "N", "H", "H", "H", "H", "H", "H", "H", "H", "H", "H", "H", "H", "H", "H", "H", "C", "N", "C", "N", "C", "N", "C", "C", "C", "C", "C", "C", "C", "N", "N", "C", "O", "C", "C", "C", "C", "C", "C", "N", "C", "N", "C", "N", "C", "H", "H", "H", "H", "H", "H", "H", "H", "H", "H", "H", "H", "H", "H", "H", "H", "O", "N", "O", "O", "F", "C", "F", "F", "S", "O", "O", "O"], "positions_angstrom": [[-0.79345, -1.05627, -2.08512], [2.38032, -2.62140, 0.33642], [2.50330, -1.13055, 0.15281], [3.49507, -0.45882, 0.86129], [3.65131, 0.90256, 0.67367], [2.83575, 1.54375, -0.23753], [1.87669, 0.80828, -0.93073], [1.68701, -0.50567, -0.70550], [1.07623, 1.39757, -2.01755], [1.18313, 2.70812, -2.41314], [0.44093, 3.17265, -3.50705], [-0.27598, 2.26838, -4.25148], [-0.30991, 0.93041, -3.85527], [0.25141, 0.52725, -2.66617], [-0.77824, -0.15979, -4.68340], [-1.37196, 0.00657, -5.94043], [-1.59220, -1.09613, -6.71800], [-1.16838, -2.34252, -6.25744], [-0.63469, -2.46827, -4.99513], [-0.16840, -3.82107, -4.53729], [-0.48911, -1.39691, -4.17620], [3.37306, -3.07313, 0.31819], [1.78970, -3.05498, -0.46104], [1.93650, -2.85850, 1.30470], [4.14389, -1.00554, 1.53445], [4.41635, 1.45147, 1.20836], [2.96415, 2.60096, -0.41747], [1.82994, 3.39261, -1.88478], [0.47734, 4.21449, -3.79388], [-0.78574, 2.58662, -5.14972], [-1.64940, 0.99212, -6.28594], [-2.07122, -1.00517, -7.68409], [-1.27959, -3.22481, -6.87361], [0.19382, -4.39053, -5.39126], [-0.99261, -4.38978, -4.09895], [0.63361, -3.73806, -3.81116], [-0.98568, 4.86591, 3.34999], [-1.88278, 4.16540, 2.44181], [-1.91111, 2.87650, 2.06404], [-2.98452, 2.63693, 1.34657], [-3.60010, 3.84516, 1.30935], [-2.97022, 4.79852, 1.96269], [0.47523, 4.52162, 3.18965], [1.37756, 5.45805, 2.69956], [2.73309, 5.15846, 2.62950], [3.19735, 3.90758, 2.99297], [2.29168, 2.94335, 3.42891], [0.94416, 3.26868, 3.56014], [2.73557, 1.57999, 3.68327], [3.93422, 1.10965, 3.77917], [3.81423, -0.25023, 3.94609], [2.55352, -0.52161, 3.90978], [1.80644, 0.59802, 3.75872], [1.89564, -1.82005, 3.92422], [2.62411, -3.00019, 4.07971], [1.97604, -4.21640, 3.97813], [0.61706, -4.27562, 3.67974], [-0.10761, -3.10574, 3.51482], [-1.56188, -3.10642, 3.08757], [-1.72167, -2.18136, 1.96799], [-0.98016, -2.20990, 0.86265], [-1.25177, -1.16480, 0.10378], [-2.22688, -0.51698, 0.82040], [-2.53059, -1.10397, 1.95641], [0.53180, -1.88207, 3.67208], [-1.29969, 4.63216, 4.37034], [-1.15221, 5.92521, 3.17846], [-1.15344, 2.14956, 2.30768], [-4.52893, 4.01066, 0.78884], [1.02401, 6.43735, 2.40006], [3.43076, 5.91028, 2.28330], [4.24775, 3.65360, 2.93450], [0.26759, 2.53886, 3.98867], [3.68738, -2.94230, 4.27244], [2.53477, -5.13554, 4.09681], [0.13447, -5.23691, 3.54790], [-2.21252, -2.77633, 3.89417], [-1.88332, -4.09709, 2.76740], [-0.24469, -2.97703, 0.69459], [-2.69325, 0.39704, 0.49032], [-0.02415, -0.96047, 3.54346], [-0.96223, -4.51932, -1.38193], [-0.96654, -3.35642, -1.70232], [-1.99187, -2.68153, -1.93679], [0.12739, -2.66726, -1.78652], [-4.31260, -1.37897, -0.87723], [-4.85835, -1.11337, -2.07311], [-5.84014, -0.23385, -1.88139], [-5.38811, -2.23623, -2.54605], [-3.57737, -0.45543, -3.27618], [-3.32723, -1.58641, -4.11077], [-4.17129, 0.69714, -3.88067], [-2.43755, -0.08181, -2.36629]], "atomic_forces_ev_per_a": [[2.020, 2.890, -1.188], [0.069, 0.126, -0.118], [-0.018, -0.065, 0.114], [0.028, -0.002, -0.077], [-0.004, 0.016, -0.079], [-0.052, 0.096, 0.029], [0.065, -0.198, 0.234], [0.050, 0.142, -0.178], [0.220, 0.178, -0.210], [0.043, -0.097, 0.158], [-0.178, -0.098, -0.227], [0.012, 0.352, 0.093], [0.255, -0.395, -0.128], [-0.267, 1.373, 0.461], [0.526, 0.044, 0.187], [-0.098, 0.110, -0.151], [0.000, 0.117, 0.006], [0.050, -0.077, 0.114], [0.111, -0.041, -0.312], [-0.135, 0.041, 0.077], [-0.476, -0.080, -0.199], [-0.006, -0.001, 0.048], [-0.025, -0.067, 0.029], [-0.031, -0.033, 0.036], [-0.034, 0.012, -0.083], [-0.019, -0.042, -0.014], [-0.020, -0.008, -0.028], [-0.004, -0.029, 0.028], [0.034, -0.010, -0.004], [-0.017, -0.043, 0.011], [-0.033, -0.020, 0.040], [0.035, 0.031, -0.004], [0.031, 0.003, 0.018], [-0.020, 0.004, -0.019], [0.027, 0.010, 0.044], [0.038, -0.029, 0.011], [0.061, -0.061, 0.226], [0.230, -0.140, -0.114], [-0.013, 0.010, 0.012], [-0.091, -0.015, -0.175], [0.045, -0.072, 0.029], [-0.152, 0.030, -0.034], [-0.094, -0.013, -0.122], [0.022, -0.023, 0.085], [0.035, 0.098, -0.018], [-0.013, -0.148, -0.043], [-0.201, 0.156, -0.078], [0.121, -0.064, 0.124], [0.237, -0.262, 0.011], [-0.042, 0.421, 0.227], [-0.041, -0.356, 0.030], [0.323, 0.220, 0.166], [-0.202, -0.022, -0.005], [-0.281, -0.138, -0.065], [0.073, 0.137, 0.098], [0.019, -0.074, 0.002], [0.012, 0.038, -0.050], [-0.102, 0.000, 0.075], [0.070, 0.107, -0.029], [0.141, -0.298, -0.205], [0.176, 0.057, 0.318], [-0.462, 0.120, 0.451], [0.130, 0.022, -0.089], [0.115, 0.222, 0.067], [0.063, 0.073, -0.041], [0.006, 0.101, 0.028], [-0.031, 0.017, -0.010], [0.015, 0.074, 0.023], [0.026, 0.079, 0.012], [0.004, -0.016, -0.007], [-0.013, -0.020, -0.005], [-0.003, 0.031, -0.041], [-0.009, -0.009, -0.077], [-0.006, -0.031, -0.020], [0.010, 0.023, 0.006], [-0.004, 0.015, 0.007], [-0.091, 0.109, -0.083], [0.022, -0.035, 0.078], [0.026, 0.018, -0.146], [-0.058, 0.017, 0.047], [-0.023, -0.042, -0.051], [0.072, 0.155, -0.061], [-0.441, -1.503, 0.251], [-0.502, -1.523, 0.197], [0.802, -2.344, 0.523], [-0.040, -0.051, -0.067], [0.093, 0.151, 0.184], [0.037, 0.059, -0.047], [-0.011, 0.023, -0.013], [-1.228, 0.179, -0.156], [0.216, -0.141, -0.001], [0.156, 0.114, 0.207], [-1.381, 0.314, -0.348]]}